110
Properties=species:S:1:pos:R:3:forces:R:3 method="wB97M-V/def2-TZVPD" homo_lumo_gap_ev=10.6 charge=+2 max_force_ev_per_a=7.37 e_homo_ha=-0.5238
Ca -0.01713 -0.00790 0.72889 -0.1 -1.0 0.0
C 1.87724 2.40423 -5.92193 0.9 -0.8 0.7
C 1.99636 0.85052 -5.54060 0.4 1.9 -0.5
C 0.95664 0.18005 -4.64642 1.4 1.7 -1.3
O 0.75367 -1.03410 -5.36838 -1.4 -1.7 1.8
C 1.24146 -0.99862 -6.61965 -0.3 -0.8 -2.9
O 1.11154 -1.75945 -7.57560 -0.1 1.2 3.4
O 1.89215 0.13399 -6.72530 0.4 0.8 -2.7
H 1.84440 3.16168 -5.13881 0.0 -0.6 0.9
H 1.03763 2.71816 -6.54210 0.0 -0.8 -0.4
H 2.83669 2.62167 -6.39126 -0.3 0.1 -0.6
H 3.01962 0.56038 -5.30210 0.2 0.8 1.2
H 0.10601 0.86155 -4.65557 -0.6 -0.7 0.2
H 1.44269 0.16599 -3.67088 -0.7 -1.1 0.3
C 2.00337 3.44161 -1.42677 0.3 -0.1 0.9
O 0.81430 3.18223 -2.23359 1.0 0.2 0.3
C -0.02593 2.20171 -1.93332 -1.2 0.4 -0.2
O 0.17251 1.26315 -1.18757 0.1 1.0 -0.9
O -1.22949 2.37906 -2.53396 0.7 0.3 -0.5
C -1.54095 3.52119 -3.50293 0.2 -1.8 1.0
H 2.05536 4.51352 -1.23595 -0.3 -0.1 -0.3
H 2.96625 3.12954 -1.83121 -0.4 -0.1 -1.0
H 2.02375 2.94492 -0.45672 -0.9 -0.2 -0.1
H -1.60203 4.42823 -2.90157 0.2 0.0 -0.5
H -2.50141 3.20912 -3.91307 -0.1 0.2 0.4
H -0.86198 3.49903 -4.35535 0.4 0.4 0.5
C -3.24677 -0.88011 -3.67724 -2.6 -2.3 -3.8
O -2.57823 -0.49867 -2.61783 2.4 1.6 6.8
C -3.01877 -0.54550 -1.31331 0.6 -0.7 0.2
O -2.27066 -0.21863 -0.36590 -2.8 -0.9 -2.7
O -4.31313 -1.09814 -1.23314 3.5 1.2 -1.9
C -5.15240 -0.82674 -0.17441 -1.3 0.1 1.9
H -4.29115 -0.56819 -3.66870 0.1 0.4 -0.4
H -3.28258 -1.96161 -3.80830 -0.1 -0.4 0.5
H -2.65888 -0.62360 -4.55854 -0.4 0.8 0.0
H -5.31313 0.23063 0.03593 0.4 0.2 -0.2
H -4.84570 -1.32078 0.74753 0.3 0.0 0.0
H -6.13905 -1.21766 -0.42302 0.2 -0.1 -0.2
C -0.85278 -3.87328 -2.87309 1.2 -0.8 -0.2
O -0.57544 -2.97539 -1.77224 -0.7 0.2 1.8
C -0.74106 -3.33164 -0.47956 -0.4 0.7 2.9
O -0.42469 -2.58095 0.51070 -1.4 -2.8 -4.0
O -1.36308 -4.57318 -0.32789 1.1 1.7 0.1
C -1.50449 -5.20582 0.97800 0.1 -1.1 0.0
H -1.84942 -4.30759 -2.95177 0.0 0.3 0.6
H -0.09088 -4.64684 -2.77711 -0.4 -0.4 -0.1
H -0.59012 -3.36874 -3.80289 -0.2 0.5 0.3
H -2.11853 -6.09734 0.85052 -0.6 0.5 -0.6
H -1.93768 -4.63746 1.80106 0.3 0.6 -0.5
H -0.60913 -5.74283 1.29109 0.7 0.9 0.0
C 2.29642 2.97563 4.54257 2.5 0.5 -1.0
O 1.72150 2.36594 3.38593 -0.6 -0.9 -2.5
C 2.43008 2.01078 2.20817 -1.2 -0.2 2.5
O 1.86802 1.33363 1.35459 1.6 1.8 1.2
O 3.70148 2.41349 2.30061 -0.9 0.5 0.0
C 4.65458 2.10612 1.30724 -0.1 -2.5 -2.0
H 2.77183 2.18662 5.12529 -0.1 0.3 0.2
H 1.73081 3.66374 5.17080 -1.2 -0.7 -0.5
H 3.06302 3.63240 4.13140 0.4 0.0 0.5
H 5.39585 1.39867 1.67892 0.5 0.9 0.7
H 5.03532 2.88021 0.64098 0.0 0.7 1.1
H 4.22545 1.42333 0.57392 -0.8 0.0 -0.2
C -4.18168 -2.48588 3.38330 -1.1 0.2 0.0
O -3.01580 -1.94619 2.81406 2.3 0.6 -0.9
C -2.42103 -0.81350 3.23555 1.3 -1.5 -2.8
O -1.31593 -0.43990 2.79494 -2.3 -0.7 1.2
O -3.21622 -0.21302 4.02982 -0.6 1.8 2.3
C -2.71871 0.93591 4.73694 0.8 1.3 -0.9
H -4.18145 -3.52513 3.05454 0.1 -0.1 0.7
H -5.07325 -2.05146 2.93109 0.0 0.3 -0.1
H -4.26070 -2.25807 4.44629 0.2 -0.7 0.0
H -3.53259 1.45464 5.24352 0.1 -0.7 0.2
H -2.30937 1.64847 4.02085 -0.3 0.0 -0.4
H -1.81623 0.74058 5.31615 -0.5 -0.6 0.6
C 1.73494 -0.40132 4.86143 0.4 0.7 -0.3
O 1.92243 -1.70809 4.39136 0.3 -1.1 0.2
C 1.68172 -1.94514 3.11896 0.0 -1.6 1.5
O 1.37563 -1.15452 2.28563 -0.1 1.3 -0.7
O 1.76441 -3.22064 2.84018 -0.2 0.2 -2.2
C 2.08786 -4.29175 3.65928 0.7 -1.1 1.3
H 0.76380 -0.06220 4.50091 0.0 0.3 0.5
H 2.50421 0.22653 4.41183 -0.1 0.1 0.1
H 1.89992 -0.46297 5.93712 -0.4 0.2 -0.1
H 2.47852 -3.96026 4.62136 -0.3 -0.1 0.1
H 2.86296 -4.90953 3.20575 0.1 0.3 -0.3
H 1.22948 -4.95831 3.74285 -0.2 0.3 0.3
C 2.79532 -3.61948 -0.45657 -2.1 -0.9 0.1
O 3.40647 -2.51849 -1.02071 0.6 2.8 -1.1
C 2.77207 -1.34332 -1.13519 -2.5 -0.4 1.5
O 1.60247 -1.12408 -0.69113 4.2 -0.5 -1.7
O 3.50593 -0.42554 -1.74982 -0.8 0.5 0.6
C 4.81476 -0.67733 -2.28842 0.2 -0.6 -0.5
H 1.75538 -3.70149 -0.77265 0.0 0.0 -0.7
H 2.59329 -3.47622 0.60492 1.1 -0.5 0.3
H 3.34732 -4.45167 -0.89346 0.0 -0.2 1.0
H 5.43726 -1.29343 -1.63956 -0.3 0.0 0.0
H 5.32301 0.27071 -2.46444 -0.4 0.1 0.2
H 4.66875 -1.15455 -3.25746 0.2 -0.2 0.1
C -1.63705 4.76957 3.42809 -0.8 0.0 -1.2
O -0.91894 3.72141 2.73443 -0.4 -1.8 -1.3
C -1.53390 3.03670 1.69631 1.2 -0.2 1.4
O -1.12037 1.98264 1.23693 -0.1 1.5 0.8
O -2.61646 3.62927 1.28253 0.1 0.5 2.2
C -3.40804 3.10142 0.29194 -1.7 -0.3 -2.9
H -2.66901 4.44383 3.55875 0.0 0.1 0.3
H -1.66766 5.61872 2.74539 0.1 0.3 0.4
H -1.16904 5.00700 4.38345 0.2 -0.3 -0.4
H -3.02139 3.58215 -0.60666 -0.7 -0.1 -0.4
H -4.46920 3.27989 0.46570 0.2 1.3 0.3
H -3.55322 2.05205 0.03533 1.7 -0.6 0.9

***

14
Properties=species:S:1:pos:R:3:forces:R:3 method="wB97M-V/def2-TZVPD" homo_lumo_gap_ev="5.8 / 5.6" multiplicity=3 max_force_ev_per_a=5.95 e_above_lowest_ev=3.280 e_homo_ha="-0.1863 / -0.3666"
C 2.62535 -0.35477 0.52279 1.1 2.3 1.0
C 0.78641 -0.85891 -0.12257 -3.0 -2.7 -1.9
C -0.53628 1.20920 0.65102 2.6 -1.3 -0.9
C -0.68319 -1.98971 -0.71174 5.2 1.4 -2.5
N 2.00171 -1.34306 -0.02539 -1.6 -2.5 -1.2
N 1.91617 0.68808 0.77590 -1.9 2.9 0.7
N 0.65065 0.38348 0.33995 1.6 -1.2 0.4
Br -1.89264 -2.31055 0.75457 -3.0 -0.8 3.6
H 3.60716 -0.17554 0.83230 1.7 -1.0 0.0
H -1.30692 0.47979 0.49791 -1.1 0.3 0.7
H -0.24403 1.61064 1.61168 -1.1 0.1 0.4
H -0.53674 1.94564 -0.11392 -0.5 1.0 -0.4
H -0.30793 -2.91988 -1.15077 0.9 -0.2 0.9
H -1.07349 -1.57728 -1.60229 -1.0 1.7 -0.8

***

35
Properties=species:S:1:pos:R:3:forces:R:3 method="wB97M-V/def2-TZVPD" homo_lumo_gap_ev=6.5 max_force_ev_per_a=3.91 e_above_lowest_ev=0.400 e_homo_ha=-0.3114
Tl 0.23037 1.60345 1.78362 0.2 -0.4 0.9
N -0.16774 -0.45331 0.07528 -1.2 -1.5 0.1
C -0.91088 -1.36079 0.12976 1.9 1.9 -0.4
N -1.75053 -2.35886 0.08459 -0.4 0.6 -0.3
C -1.32322 -3.68689 0.42108 1.1 -0.7 -0.6
C -2.20117 -4.69777 -0.28724 -0.8 -1.2 0.5
O -3.61554 -4.46601 -0.01163 1.4 1.0 -0.4
C -3.94285 -3.13684 -0.48195 -1.1 -0.2 -0.5
C -3.16769 -2.03232 0.20773 0.3 -0.8 0.3
H -1.32344 -3.83305 1.49397 -0.1 -0.2 0.4
H -0.27531 -3.79669 0.05828 -0.7 0.0 0.3
H -1.93846 -5.74780 0.03006 -0.5 1.1 -0.1
H -2.05970 -4.67907 -1.36789 0.1 0.3 -0.2
H -5.00624 -2.99502 -0.20567 0.5 -0.2 -0.5
H -3.79779 -3.05572 -1.60094 -0.2 -0.2 1.0
H -3.44020 -2.01753 1.26364 -0.1 0.2 0.1
H -3.30784 -1.04808 -0.23201 -0.3 -0.1 -0.1
B -2.22463 5.21593 -0.12111 -0.9 1.6 -1.2
C -1.69266 3.83502 0.15871 1.8 -2.7 1.0
N -1.22281 2.79254 0.44524 -1.3 2.0 -1.1
H -3.41924 5.10218 -0.26866 -0.2 -0.1 -0.3
H -2.12960 5.93779 0.81896 0.4 0.1 0.6
H -1.69802 5.74611 -1.12161 -0.2 -0.5 0.5
Se 3.26459 4.72553 0.43669 0.6 -3.0 0.4
N 4.78885 3.85598 -0.11041 -0.9 -0.2 -0.8
C 4.57514 2.55023 -0.19736 -2.6 1.5 2.5
C 5.43866 1.54097 -0.68650 -1.5 -1.5 0.7
C 4.93728 0.24566 -0.58620 1.1 2.3 -0.4
C 3.69132 -0.03849 0.00655 -2.1 0.8 1.3
N 2.84137 0.81615 0.59299 1.7 -0.4 -1.3
C 3.21913 2.13628 0.47836 0.9 0.8 -1.0
N 2.39528 3.10592 0.86338 2.0 0.7 -1.0
H 6.38717 1.80621 -1.09128 0.5 0.0 -0.3
H 5.52000 -0.55203 -0.97246 0.3 -0.7 -0.2
H 3.32642 -1.05968 -0.00599 0.2 -0.1 0.1

***

53
Properties=species:S:1:pos:R:3:forces:R:3 method="wB97M-V/def2-TZVPD" homo_lumo_gap_ev="7.2 / 7.4" charge=+1 multiplicity=2 max_force_ev_per_a=3.44 e_above_lowest_ev=0.092 e_homo_ha="-0.4198 / -0.4212"
V 0.17585 -0.14726 -0.92755 -1.8 -1.2 1.1
C 3.86778 -1.52777 -0.45150 0.1 -0.1 0.0
O 4.64149 -0.46085 -1.00232 0.0 -0.2 0.0
C 4.12739 0.78137 -1.03565 0.4 -0.1 0.0
C 5.04164 1.83474 -1.06825 0.1 0.1 0.0
C 4.63061 3.15315 -1.10560 0.0 0.0 0.0
C 3.27731 3.46108 -1.10293 0.1 0.1 0.0
C 2.35175 2.43061 -1.08377 -0.4 0.2 0.0
C 0.92736 2.74641 -1.04878 0.3 0.2 0.0
N 0.00071 1.86624 -0.95998 -0.6 0.4 -0.1
N -1.31736 2.33515 -0.82087 0.5 0.1 0.0
C -2.10773 1.32171 -0.77811 0.2 -0.2 0.2
O -1.60109 0.07887 -0.96274 -1.4 0.9 -0.2
C -3.51459 1.47693 -0.40571 0.0 -0.3 -0.2
C -4.10901 2.73736 -0.38252 0.0 0.0 0.0
C -5.42149 2.86169 0.03452 0.0 0.0 0.0
C -6.13717 1.73839 0.43660 0.0 0.0 0.0
C -5.54624 0.48390 0.40818 0.0 0.0 0.0
C -4.23425 0.35039 -0.02026 -0.1 -0.1 0.0
C 2.78971 1.10218 -1.06909 -1.0 -0.2 0.0
O 1.80021 0.14583 -1.09034 3.3 0.8 -0.7
H 4.57425 -2.32492 -0.24595 0.1 0.0 0.0
H 3.12144 -1.88166 -1.16081 0.0 0.0 0.0
H 3.38341 -1.22211 0.47681 0.0 0.0 0.0
H 6.09220 1.57455 -1.05898 0.0 0.0 0.0
H 5.36774 3.94439 -1.12114 0.0 0.0 0.0
H 2.93944 4.48991 -1.11260 0.0 0.0 0.0
H 0.62294 3.78967 -1.05973 0.1 0.0 0.0
H -3.53773 3.60303 -0.69068 0.0 0.0 0.0
H -5.89095 3.83664 0.04861 0.0 0.0 0.0
H -7.15971 1.84426 0.77572 0.0 0.0 0.0
H -6.10609 -0.38853 0.71730 0.0 0.0 0.0
H -3.76040 -0.62173 -0.04821 0.0 0.0 0.0
F 0.19088 1.18578 4.29025 0.0 0.0 0.0
C 0.16472 0.22882 3.35939 0.0 0.1 0.1
C 0.21828 0.59391 2.02272 0.0 0.0 -0.1
C 0.18625 -0.40663 1.06889 0.0 -0.1 0.1
C 0.09053 -1.76010 1.44284 0.0 0.0 -0.3
C 0.04566 -2.05606 2.79779 0.0 -0.1 0.1
F -0.04451 -3.33300 3.20604 0.0 0.0 0.0
C 0.08268 -1.08356 3.77382 0.0 0.0 0.1
C 0.01811 -2.74384 0.34621 0.0 0.2 -0.2
C 0.00633 -4.12770 0.46078 0.0 -0.1 0.0
C -0.04938 -4.90415 -0.68299 0.0 -0.1 0.0
C -0.09995 -4.30943 -1.93734 0.0 -0.1 0.0
C -0.08883 -2.93914 -1.99219 0.0 0.3 0.3
N -0.02845 -2.17434 -0.88519 0.1 -0.7 -0.2
H 0.27239 1.64407 1.76976 0.0 0.0 0.0
H 0.04312 -1.34559 4.82220 0.0 0.0 0.0
H 0.03849 -4.58873 1.43356 0.0 0.0 0.0
H -0.05235 -5.98349 -0.59519 0.0 0.0 0.0
H -0.14662 -4.89292 -2.84574 0.0 0.0 0.0
H -0.13680 -2.41752 -2.93925 0.0 0.1 0.0

***

72
Properties=species:S:1:pos:R:3:forces:R:3 method="wB97M-V/def2-TZVPD" homo_lumo_gap_ev="4.9 / 6.0" charge=+2 multiplicity=6 max_force_ev_per_a=2.99 e_above_lowest_ev=4.080 e_homo_ha="-0.3506 / -0.4179"
Ru 1.23439 0.02151 0.03920 -0.4 -0.5 -1.1
S 0.97964 -1.28000 1.86379 -0.1 0.7 2.4
C 0.47378 -2.80697 1.37471 -0.9 -2.3 -0.8
C -0.25123 -3.64676 2.26593 0.3 0.7 -1.1
C -0.62419 -4.92536 1.87887 0.2 -0.3 1.1
C -0.21899 -5.38380 0.63610 -0.1 -0.4 0.0
C 0.54559 -4.62761 -0.23727 -0.6 -0.2 0.8
C 0.80827 -3.32572 0.08193 0.0 1.6 1.5
S 1.56564 -2.10504 -0.97584 -0.5 -1.2 -2.0
C 0.35709 -2.21690 -2.43497 0.6 0.1 0.3
C -0.40958 0.61433 -2.80174 -0.7 -0.3 0.7
C -1.42843 1.28257 -3.51619 0.2 -0.5 -0.2
C -1.75326 2.60221 -3.22592 1.3 -0.3 1.2
C -1.10460 3.19789 -2.11702 0.4 -1.0 0.3
C -0.23650 2.38178 -1.32360 -0.2 0.7 -0.8
C 0.56425 3.00936 -0.19356 0.4 -1.1 -0.1
S 0.54500 1.91821 1.28078 -0.2 1.7 1.4
C 2.06313 2.48773 2.09670 0.5 -0.2 -0.7
C 2.08374 3.31914 3.21250 -0.2 0.0 0.3
C 3.27501 3.81621 3.74474 0.9 -0.5 -0.6
C 4.47334 3.62118 3.00757 -1.6 0.1 0.3
C 4.37188 2.97763 1.76845 1.1 -1.0 0.4
C 3.27707 2.16937 1.42514 -1.1 1.3 0.4
S 3.25142 0.89642 0.20905 2.7 1.2 -0.2
N 0.08750 1.08639 -1.62319 -0.8 1.1 -1.7
H -0.54829 -3.17105 3.18403 0.0 -0.3 0.4
H -1.06174 -5.62567 2.63706 0.1 0.8 -1.0
H -0.49350 -6.36465 0.32098 0.0 -0.7 0.0
H 0.98133 -5.12519 -1.05550 0.2 -0.3 -1.3
H -0.68607 -2.12810 -2.08557 0.5 -0.1 -0.1
H 0.58027 -3.22095 -2.86573 -0.5 1.0 -0.4
H -2.00934 0.69966 -4.23098 0.4 0.4 -0.3
H -2.41617 3.14529 -3.87228 -0.4 0.1 0.1
H -1.26956 4.24812 -1.82380 0.1 -0.7 -0.3
H 0.20200 3.94464 0.14587 -0.5 1.0 -0.1
H 1.61986 3.11083 -0.52129 -0.5 -0.1 0.2
H 1.15998 3.53965 3.72952 -0.1 0.0 -0.1
H 3.27581 4.32854 4.70718 0.0 -0.1 -0.3
H 5.45052 3.91467 3.40561 -0.5 0.3 -0.4
H 5.26649 2.97998 1.15713 0.0 -0.4 0.0
S 0.48085 -0.78044 -3.72007 -0.8 0.6 2.2
C 2.41009 -0.88969 -3.73573 1.9 0.0 0.0
N 2.86102 -1.85503 -4.49158 -0.7 -0.8 -0.6
C 4.24413 -2.25218 -4.57922 1.5 -0.1 -0.8
C 5.12274 -1.54373 -3.54309 -0.2 0.3 1.0
C 4.73224 -0.03649 -3.30918 -0.4 -2.7 0.5
N 3.25729 -0.02961 -3.19008 -1.1 0.6 1.2
H 2.21406 -2.34406 -5.10924 0.1 0.1 0.5
H 4.63078 -1.94639 -5.56471 -0.3 -0.2 0.1
H 4.33054 -3.37214 -4.55645 -0.1 1.1 0.3
H 6.11913 -1.51495 -3.96694 0.3 -0.4 0.4
H 5.09159 -2.06944 -2.54790 0.2 0.5 -1.0
H 5.00091 0.54121 -4.14951 0.4 0.8 -0.9
H 5.24523 0.32175 -2.39018 -0.8 -0.1 -0.6
H 2.89969 0.56033 -2.43324 -0.1 -0.1 -0.3
N -6.57447 -0.03688 3.31146 -0.4 -1.2 0.8
C -5.56484 -0.97432 2.74566 2.0 -0.6 0.5
C -4.16455 -0.33062 2.68786 0.4 -0.2 -1.4
N -4.18657 1.10386 2.48289 -0.1 -0.8 -1.0
C -5.24511 2.00800 2.78733 -0.2 -0.7 1.4
C -6.60701 1.33763 2.69038 -0.9 0.3 1.0
H -6.40850 0.03823 4.33926 -0.3 0.0 -0.8
H -7.45174 -0.58254 3.16120 0.3 1.1 0.5
H -5.86790 -1.20348 1.73722 -0.4 -0.2 -0.2
H -5.49020 -1.90588 3.40133 -0.5 1.2 -1.0
H -3.61263 -0.72263 1.79180 -0.7 -0.2 0.6
H -3.53854 -0.68496 3.49202 0.0 0.2 0.9
H -3.29544 1.51523 2.60407 0.8 0.3 0.0
H -5.27066 2.77777 2.03886 0.1 0.7 -0.1
H -5.04925 2.41675 3.79998 -0.7 0.3 -0.4
H -6.90153 1.20528 1.64909 -0.1 0.0 0.1
H -7.39293 1.88988 3.29835 0.9 -0.5 -1.1